Entry 1:
Entry from OMol25: 2 unconnected molecules or ions with the total composition C35H47N2O5P in a non-equilibrium geometry (ωB97M-V with the def2-TZVPD basis set).

Results
Net charge: 0
LUMO energy: -2.1 eV
Relative energy (zero: lowest compared OMol25 entry of this formula, charge and spin): 1.8 kJ/mol
Maximum force: 2.087 eV Å⁻¹
HOMO energy: -5.4 eV

XYZ file:
```
90
Properties=species:S:1:pos:R:3:forces:R:3:lowdin_charge:R:1
H 3.46016 0.24149 2.61018 0.28 -0.08 -0.01 0.1011
C 0.74737 -3.14149 -8.14940 -0.11 -0.40 0.04 -0.0782
C -3.51569 -2.14098 0.21871 0.62 0.43 -0.36 -0.1347
H 0.97250 -5.14350 3.72624 -0.22 0.03 -0.01 0.0815
O 4.88944 -3.39152 -1.38649 -0.56 0.03 -0.47 -0.0024
C -3.37411 1.26208 -1.49121 -0.15 0.42 -0.33 -0.1429
H -4.49159 -3.99244 0.62544 0.14 0.16 0.13 0.1213
H -5.57534 1.56255 1.13443 0.08 -0.22 -0.24 0.1293
C 0.76785 -3.25716 -3.86984 -0.63 0.22 -0.05 0.0360
C -0.26182 -2.50376 -6.03605 0.30 0.14 -0.39 0.0435
H -1.50884 -0.67031 -10.10477 0.06 0.06 0.13 0.1178
H 2.98784 -5.60915 -7.65723 0.08 0.16 -0.06 0.1225
H -2.14289 -2.25696 -8.39917 0.10 0.08 0.11 0.1310
C -0.71369 -1.10761 -9.49645 0.28 0.13 0.00 -0.1655
C 3.90765 -3.12277 -0.70223 -0.37 -0.12 1.58 -0.6092
C 1.61429 -3.91331 -10.34151 0.80 -0.07 -0.27 -0.1660
C -2.98263 -0.10688 -1.05140 0.66 -0.57 0.22 -0.1420
H 2.41074 -3.27430 -10.76704 -0.20 -0.13 0.10 0.1346
H 3.64104 -4.09815 -8.29736 -0.29 -0.13 0.05 0.1354
H -6.35200 -2.70721 -0.15258 0.13 -0.02 0.10 0.1207
H -1.60721 -0.79293 -7.56760 -0.03 -0.17 0.00 0.1207
H 0.99102 -4.56907 1.29717 0.04 0.22 0.17 0.1083
H 2.72155 0.25849 -1.15811 0.10 -0.13 -0.03 0.0646
C -0.06516 -2.21293 -10.30428 -0.63 0.02 -0.27 -0.1668
H 2.39878 -4.58736 -5.52700 -0.18 0.15 -0.13 0.1367
H -0.83932 -2.82378 -10.80838 0.20 0.18 0.13 0.1354
C 3.06785 -1.55151 -2.29894 -0.20 -0.74 0.07 -0.2694
H 0.03100 -0.32576 -9.31212 -0.10 -0.04 0.07 0.1242
H 5.15327 -0.17724 2.20831 -0.23 -0.18 0.09 0.1188
C 2.71990 -4.70160 -8.20806 0.55 -0.23 -0.30 -0.1393
O 1.82431 -3.08017 2.51536 -1.40 -0.06 0.72 -0.2486
C -5.29337 1.18206 0.13591 -0.38 0.39 -0.36 -0.1680
C 2.23610 -5.08763 -9.60607 -0.27 -0.15 0.02 -0.1625
H 1.49361 -3.91822 -3.39629 -0.07 0.07 -0.02 0.1419
C -0.09148 -2.51061 -3.05010 0.03 0.30 -0.18 -0.0872
C 0.70978 -3.24223 -5.30249 0.06 -0.06 0.18 -0.1951
N -5.02095 -0.23759 0.22318 -0.09 0.01 -0.06 -0.0697
H -2.48277 1.82636 -1.77514 -0.07 -0.03 -0.03 0.1206
C -4.13589 2.00450 -0.40101 0.15 0.06 0.31 -0.1641
C -1.80439 -0.70431 -1.47007 -0.49 -0.51 -0.08 0.0336
C -0.29150 -2.66788 -1.68363 -0.23 -0.22 -0.14 0.0653
H -5.92475 -0.65179 2.05903 -0.04 -0.13 -0.30 0.1358
H -4.53859 2.94618 -0.78233 0.13 -0.03 0.08 0.1155
C -3.85632 -0.81846 -0.18879 0.18 -0.38 -0.02 -0.0905
H -0.69264 -5.17205 3.07461 0.01 -0.05 0.06 0.0674
H -4.24838 -2.97743 2.04878 -0.05 0.00 -0.24 0.1301
O 2.80724 -2.38355 -1.17040 0.41 0.51 -1.87 -0.1445
H 1.48440 -5.88551 -9.53981 0.19 0.08 0.10 0.1230
C -2.26284 -2.65318 -0.10680 0.02 0.13 -0.68 0.0292
C -1.26304 -1.63459 -8.17610 -0.57 0.10 -0.23 -0.1409
H -1.15198 -0.15889 -2.15220 -0.13 -0.04 0.19 0.1269
H -4.01111 1.20076 -2.38764 0.09 -0.04 0.12 0.1298
H 4.16469 -4.17895 1.12566 0.21 0.16 0.39 0.0568
C -0.25507 -2.44090 -7.42017 0.36 0.01 0.76 -0.1349
H 3.89744 -2.00519 -2.85052 -0.12 0.10 -0.17 0.1107
O 2.14776 -0.97160 1.00034 -0.04 -0.31 0.49 -0.2975
C 1.68426 -3.95116 -7.43860 -0.24 0.31 0.38 -0.1390
H 3.28050 0.48945 -2.83915 0.01 0.11 -0.03 0.0664
H -6.60209 -2.88734 1.58569 0.09 -0.10 -0.13 0.1155
H 5.52985 -0.89053 4.57850 -0.08 0.02 0.02 0.0745
H 1.03089 -4.28594 -11.20056 0.06 0.16 0.29 0.1302
H 4.98392 0.79186 4.51209 0.06 0.15 0.09 0.0679
C 3.38015 -0.12399 -1.94088 0.30 0.22 0.05 -0.0680
P 2.78511 -2.17352 1.60056 0.72 -1.48 -1.28 0.4817
C -5.94881 -2.44020 0.83199 -0.02 0.15 -0.20 -0.1656
H -1.03388 -1.94728 -5.50088 0.21 -0.18 -0.21 0.1187
H -1.95417 -3.62025 0.29205 -0.22 0.09 -0.17 0.1228
N 0.76145 -3.09431 -9.51098 0.07 -0.01 0.33 -0.0599
C 3.57994 -3.41633 0.63772 -0.04 0.59 -0.50 -0.1322
O 3.89670 -1.78769 2.70206 -0.02 0.86 0.37 -0.2287
C -4.51350 -2.95389 0.97817 -0.33 -0.41 0.75 -0.1421
H 4.42422 -0.06219 -1.61981 -0.16 0.14 0.19 0.0813
C 0.66910 -3.84688 2.06551 1.12 0.67 0.08 -0.2767
H 2.15054 -1.61247 -2.88678 0.24 0.27 -0.19 0.0731
H 0.55247 -1.77279 -11.10259 -0.07 -0.15 0.19 0.1301
H -7.02190 -0.57374 0.67284 0.29 -0.05 0.03 0.1274
C 4.30850 -0.40195 2.87637 -0.58 -0.62 -0.13 -0.2754
H 0.33478 -3.35535 -1.10488 -0.22 0.04 -0.20 0.1332
H -0.10159 -3.19050 1.62860 0.36 0.04 0.16 0.0926
H -3.46116 2.24254 0.42967 0.02 -0.03 -0.19 0.1248
H 3.06791 -5.46096 -10.20980 -0.13 -0.07 0.11 0.1175
C -1.42367 -2.01620 -1.06119 -0.10 0.84 0.41 -0.1907
C 0.16349 -4.53516 3.30953 0.01 -0.15 -0.05 -0.0897
C -6.02903 -0.93319 0.99030 -0.01 -0.13 0.61 -0.1710
H 3.84256 -0.48777 4.96188 0.04 0.00 0.03 0.0759
H -0.71862 -1.75430 -3.53862 0.12 -0.53 0.17 0.1015
H -0.13353 -3.79497 4.05373 0.00 -0.05 -0.02 0.0758
C 4.69127 -0.23862 4.32481 0.10 -0.03 0.00 -0.0933
C 1.65362 -3.98988 -6.05732 -0.18 0.25 -0.20 0.0426
H -6.18309 1.32056 -0.50568 0.20 -0.03 0.14 0.1286
```
Forces are in eV/Å.


Entry 2:
Entry from OMol25: a single C4H7N3S molecule in a non-equilibrium geometry (ωB97M-V with the def2-TZVPD basis set).

Results
Net charge: 0
LUMO energy: 0.9 eV
Relative energy (zero: lowest compared OMol25 entry of this formula, charge and spin): 294.1 kJ/mol
Maximum force: 1.634 eV Å⁻¹
HOMO energy: -7.8 eV
SMILES string: C=NN1C=NSCC1

XYZ file:
```
15
Properties=species:S:1:pos:R:3:forces:R:3:nbo_charge:R:1
N 1.80777 0.23929 0.16155 -1.27 -0.56 -0.39 -0.2150
H 2.22676 -1.50518 -0.94802 -0.11 0.16 0.20 0.1782
C -0.07161 -1.27538 0.28716 -1.15 0.27 -0.64 0.2281
S -2.54042 -0.67676 -0.30114 0.40 0.21 -0.12 0.4128
C -1.90918 0.92038 0.27725 0.49 -0.20 -0.57 -0.5825
H -0.44109 1.48824 -1.25966 -0.16 -0.06 -0.99 0.2006
H -2.67697 1.66685 -0.02447 0.83 -0.28 0.21 0.2459
H 0.63234 -1.98265 0.71024 0.28 0.12 -0.16 0.1916
N 0.42235 -0.02914 -0.04952 -0.54 1.05 0.14 -0.3081
C 2.55677 -0.66418 -0.33332 -0.07 0.30 0.34 -0.1050
H -1.77810 0.90204 1.34979 -0.56 -0.07 0.47 0.2136
H -0.06399 2.00304 0.30990 0.57 0.50 0.68 0.2101
N -1.27606 -1.70890 0.13880 0.52 0.12 0.64 -0.6519
C -0.48278 1.19074 -0.23919 0.30 -1.57 0.36 -0.2091
H 3.59420 -0.56838 -0.07939 0.48 0.01 -0.17 0.1906
```
Forces are in eV/Å.


Entry 3:
Entry from OMol25: 2 unconnected molecules or ions with the total composition C9H14 (ωB97M-V with the def2-TZVPD basis set).

Results
Net charge: 0
LUMO energy: 1.0 eV
Relative energy (zero: lowest compared OMol25 entry of this formula, charge and spin): 25.8 kJ/mol
Maximum force: 0.966 eV Å⁻¹
HOMO energy: -9.1 eV
SMILES string: Cc1ccccc1.CC

XYZ file:
```
23
Properties=species:S:1:pos:R:3:forces:R:3:nbo_charge:R:1
H -1.70363 2.65619 0.64515 -0.42 -0.18 -0.26 0.1996
C 1.48749 -0.10961 1.06438 -0.06 0.30 -0.03 -0.2337
C 1.06376 -1.58304 -0.77548 0.02 0.35 0.41 -0.2063
C -0.44659 -1.55324 1.09049 0.30 0.10 0.75 -0.2094
H -1.54032 1.87710 -0.97008 -0.03 -0.02 0.02 0.2050
H -0.43082 1.52523 0.37833 -0.12 -0.25 -0.17 0.2145
H -1.05754 -3.97940 -0.26078 0.14 -0.08 0.13 0.2182
C 1.86017 -0.61669 -0.16431 -0.38 -0.33 -0.26 -0.2028
H 1.31468 -1.88562 -1.77922 0.01 -0.34 -0.10 0.2081
C -0.97416 -3.05936 -0.84057 -0.54 -0.45 0.32 -0.6300
H 0.09954 -0.20130 2.67898 -0.12 -0.06 -0.27 0.2124
H -0.66151 -3.36655 -1.83207 0.32 0.23 -0.15 0.2162
C -0.08527 3.46709 -0.47408 -0.37 0.01 -0.38 -0.6077
C -0.08125 -2.06524 -0.14612 -0.41 -0.09 -0.85 -0.0236
H -0.43178 3.95677 -1.38863 0.05 0.19 0.19 0.2015
H -2.00860 -2.71220 -0.92420 0.15 0.24 -0.01 0.2190
C -1.01317 2.29655 -0.11807 0.57 0.40 0.67 -0.6158
H -1.32662 -1.88558 1.64627 0.15 -0.10 -0.45 0.2121
C 0.35168 -0.59377 1.69354 -0.02 0.07 0.39 -0.2039
H 1.98821 0.74925 1.48525 0.36 -0.14 0.18 0.2139
H -0.07723 4.19154 0.34059 0.09 0.09 -0.13 0.2008
H 2.73342 -0.27134 -0.69140 0.16 0.24 0.01 0.2121
H 0.93955 3.16323 -0.65798 0.16 -0.17 -0.02 0.1998
```
Forces are in eV/Å.